The following is a quantum chemistry calculation of a 2-piece molecular cluster, C5H14N overall, from the Open Molecules 2025 dataset.

```
20
Properties=species:S:1:pos:R:3:forces:R:3
C 0.8502 -2.6832 -1.3623 0.12 -0.16 0.24
C -0.2571 -2.3667 -1.9907 0.08 0.11 0.15
N 1.2932 -1.8717 -0.2044 0.29 -0.05 0.10
H 1.4769 -3.5458 -1.5326 0.02 0.05 -0.13
H -0.6177 -2.9809 -2.8005 -0.03 0.04 -0.08
H -0.8241 -1.4928 -1.6932 -0.14 -0.02 -0.15
H 0.6047 -1.1407 0.0229 0.07 -0.04 0.14
H 1.4395 -2.4629 0.6186 -0.28 0.01 0.06
H 2.1964 -1.4047 -0.3378 -0.09 0.01 -0.32
C -0.9701 2.7716 0.1058 0.29 0.09 -0.15
C -0.6864 2.0374 1.4097 -0.32 0.00 -0.27
C -0.0438 0.6742 1.1770 -0.06 0.19 -0.08
H -0.0578 2.8552 -0.4926 -0.01 -0.04 -0.01
H -1.3023 3.7941 0.2794 -0.16 -0.07 0.06
H -1.7173 2.2588 -0.5033 -0.03 0.02 0.06
H -1.6242 1.8681 1.9405 0.03 0.13 0.14
H -0.0519 2.6544 2.0417 0.08 -0.06 0.12
H 0.1369 0.1762 2.1279 0.14 -0.17 -0.02
H -0.7356 0.0685 0.5775 -0.10 -0.08 0.03
H 0.8907 0.7910 0.6162 0.09 0.06 0.13
```
Forces are in eV/Å.

Calculated total energy (Eh): -253.37293
ΔE to the lowest compared entry with this formula, charge and spin (kcal per mole): 28.4
Multiplicity: 1
Net charge: +1
Gap between HOMO and LUMO (Eh): 0.41492


The following is a quantum chemistry calculation of a 6-piece molecular cluster, C22H28Cl11NS overall, from the Open Molecules 2025 dataset.

```
63
Properties=species:S:1:pos:R:3:forces:R:3
Cl 0.6286 -5.3184 -6.4734 -0.01 0.01 -0.01
C 1.0380 -3.7210 -5.9279 0.05 0.11 0.07
C 1.5723 -2.8005 -6.8098 0.15 0.23 0.18
C 1.9095 -1.5423 -6.3369 -0.09 -0.07 -0.03
C 1.7276 -1.1762 -5.0048 0.24 -0.22 -0.48
C 1.1862 -2.1202 -4.1390 -0.10 0.32 0.34
C 0.8323 -3.3805 -4.6016 0.08 -0.17 -0.22
S 0.9520 -1.7289 -2.4282 0.06 0.25 0.13
C 0.8075 0.0412 -2.5233 -0.07 -0.54 -0.16
C 0.1165 0.7093 -1.5177 -0.05 0.27 0.14
C 0.0305 2.0927 -1.5152 0.26 0.18 -0.39
C 0.6170 2.8026 -2.5558 0.17 -0.28 -0.17
C 1.2909 2.1292 -3.5650 -0.17 0.05 0.10
C 1.3980 0.7392 -3.5669 0.11 0.70 0.16
N 2.1370 0.1253 -4.6104 -0.95 -0.53 0.10
H 1.7555 -3.0419 -7.8430 -0.07 -0.15 -0.12
H 2.3338 -0.8284 -7.0314 0.04 0.09 0.01
H 0.4248 -4.1297 -3.9423 -0.13 0.08 0.20
H -0.3619 0.1644 -0.7167 0.03 -0.21 -0.01
H -0.4728 2.6411 -0.7343 -0.14 -0.17 0.16
H 0.5611 3.8793 -2.6012 -0.04 0.10 0.08
H 1.7433 2.6957 -4.3678 0.07 0.01 -0.09
H 2.0460 0.7035 -5.4345 0.46 0.23 0.04
Cl -2.8640 0.6175 1.8174 0.01 0.00 -0.04
C -3.8463 -0.6874 1.1003 -0.15 0.03 -0.04
C -3.1596 -2.0239 1.2088 -0.04 -0.05 0.07
Cl -1.6971 -2.0877 0.1949 0.04 -0.12 -0.05
H -4.0427 -0.4221 0.0641 0.06 -0.02 -0.02
H -4.7948 -0.7147 1.6357 0.04 0.00 0.06
H -3.8307 -2.8100 0.8661 0.01 0.03 -0.07
H -2.8634 -2.2404 2.2318 0.04 0.07 0.01
Cl -2.4184 -1.4108 5.0523 -0.02 -0.01 -0.02
C -0.7860 -1.0413 5.6706 0.10 -0.05 0.07
C -0.5337 0.4414 5.7623 0.06 0.09 0.06
Cl -0.4122 1.2120 4.1617 0.00 0.01 0.05
H -0.0631 -1.5282 5.0211 -0.04 0.03 -0.07
H -0.7183 -1.4856 6.6623 -0.03 0.03 0.01
H 0.4147 0.6186 6.2683 0.02 -0.05 -0.02
H -1.3214 0.9435 6.3186 -0.04 -0.02 -0.04
Cl 2.2732 -4.5362 -1.6671 0.11 -0.33 0.05
C 3.1026 -3.6143 -0.3907 0.00 0.16 0.02
C 4.2285 -4.3942 0.2363 0.07 0.05 0.01
Cl 3.6411 -5.7740 1.2018 0.00 -0.02 -0.01
H 2.3583 -3.3234 0.3469 -0.03 -0.06 -0.01
H 3.4932 -2.7124 -0.8601 0.01 -0.02 -0.02
H 4.7854 -3.7481 0.9128 -0.04 0.02 0.02
H 4.9109 -4.7806 -0.5163 -0.05 -0.05 -0.01
Cl -7.3722 2.3938 1.1381 0.00 -0.01 -0.02
C -5.7546 2.7418 1.8089 0.00 -0.06 0.05
C -5.4966 4.2197 1.9386 0.05 0.03 0.10
Cl -5.3395 5.0175 0.3522 -0.02 0.01 -0.01
H -5.0179 2.2658 1.1701 -0.02 0.04 -0.05
H -5.7120 2.2747 2.7915 0.00 0.03 0.01
H -4.5592 4.3785 2.4692 0.02 -0.04 -0.03
H -6.2943 4.7164 2.4850 -0.04 0.00 -0.06
Cl 1.7633 3.1423 1.8469 0.00 -0.03 -0.03
C 2.6704 4.0688 3.0682 -0.03 0.08 0.01
C 3.8173 3.2819 3.6498 0.08 0.07 0.00
Cl 3.2671 1.9224 4.6639 0.01 -0.03 -0.01
H 1.9698 4.3809 3.8387 -0.02 -0.07 0.01
H 3.0566 4.9565 2.5697 0.04 -0.02 -0.01
H 4.4171 3.9292 4.2876 -0.04 0.02 0.02
H 4.4549 2.8764 2.8686 -0.05 -0.05 -0.01
```
Forces are in eV/Å.

SMILES: Clc1ccc2c(c1)Sc1ccccc1N2.ClCCCl.ClCCCl.ClCCCl.ClCCCl.ClCCCl
Calculated total energy (Eh): -6370.20568
ΔE to the lowest compared entry with this formula, charge and spin (kcal per mole): 0.0
Multiplicity: 1
Gap between HOMO and LUMO (Eh): 0.29140


The following is a quantum chemistry calculation of a 2-piece molecular cluster, C4H12S overall, from the Open Molecules 2025 dataset.

```
17
Properties=species:S:1:pos:R:3:forces:R:3
C 2.2908 -0.9948 -0.3571 -0.02 0.50 -0.96
C 1.4284 0.0602 -1.0469 0.21 0.37 0.66
S 1.3418 1.6189 -0.0924 0.20 0.06 -0.08
H 1.9255 -1.1598 0.6456 0.03 -0.40 0.22
H 3.3178 -0.6508 -0.3364 0.20 0.18 0.34
H 2.3160 -1.8889 -0.9790 -0.28 -0.32 0.29
H 1.8811 0.3717 -1.9866 -0.24 -0.14 -0.16
H 0.4015 -0.2636 -1.1799 0.02 -0.18 -0.32
H 0.7935 1.0956 1.0109 -0.01 -0.03 0.01
C -2.1164 0.3857 -0.2006 -0.23 0.45 0.36
C -1.7868 0.1066 1.2720 0.17 -1.09 -0.30
H -3.1554 0.7084 -0.2431 -0.13 -0.11 -0.27
H -1.9902 -0.5052 -0.8135 -0.11 0.00 -0.04
H -1.5454 1.2086 -0.6398 0.20 -0.24 0.16
H -2.6303 -0.4164 1.7386 -0.05 0.58 0.16
H -1.0083 -0.6554 1.3773 0.35 0.25 -0.18
H -1.4639 0.9793 1.8309 -0.31 0.11 0.10
```
Forces are in eV/Å.

SMILES: CCS.CC
Calculated total energy (Eh): -557.76663
ΔE to the lowest compared entry with this formula, charge and spin (kcal per mole): 2.4
Multiplicity: 1
Gap between HOMO and LUMO (Eh): 0.36556


The following is a quantum chemistry calculation of C34H26FeN9O2Sb as an isolated structure, from the Open Molecules 2025 dataset.

```
73
Properties=species:S:1:pos:R:3:forces:R:3
Fe -0.1720 -0.1635 -0.0298 -0.20 -0.23 -0.13
C 2.4700 -2.2586 1.0541 -0.10 0.00 -0.01
C 2.9020 -0.8389 1.2400 -0.04 0.06 -0.04
C 4.2374 -0.6172 1.5857 0.02 0.00 0.04
C 4.7251 0.6616 1.7095 0.06 0.00 0.01
C 3.8553 1.7119 1.4659 -0.05 0.02 0.02
C 2.5381 1.4311 1.1364 -0.09 0.02 0.14
N 2.0447 0.1832 1.0401 0.09 -0.15 -0.17
Sb 1.3481 3.1504 0.6766 0.06 -0.01 -0.10
C -0.3662 2.6511 1.8573 0.04 0.15 0.04
C -0.7406 3.7283 2.6470 -0.04 -0.03 0.02
C -1.7166 3.5517 3.6186 0.01 -0.05 -0.02
C -2.2634 2.2992 3.7482 -0.01 0.06 0.00
C -1.8656 1.2582 2.9009 -0.05 -0.01 -0.05
C -2.5519 -0.0573 3.1001 0.02 0.00 -0.12
N -0.9241 1.4294 1.9571 0.07 -0.01 -0.03
C 0.8418 2.5236 -1.3175 -0.02 0.04 0.05
C 1.6517 3.0568 -2.3082 0.01 -0.04 -0.01
C 1.3483 2.7852 -3.6326 0.00 0.00 -0.01
C 0.2023 2.0693 -3.9070 0.03 0.01 -0.01
C -0.5902 1.5880 -2.8658 0.05 0.03 0.02
C -1.8813 0.9049 -3.2045 0.01 -0.03 0.03
N -0.2342 1.7663 -1.5786 0.01 -0.10 0.00
H 3.3367 -2.8829 0.8443 0.01 0.01 -0.01
H 1.7552 -2.3585 0.2417 -0.05 -0.01 0.03
H 2.0055 -2.6369 1.9638 0.02 -0.04 0.00
H 4.8818 -1.4722 1.7380 -0.01 -0.01 0.00
H 5.7604 0.8411 1.9703 0.00 0.00 0.01
H 4.1906 2.7392 1.5265 0.00 0.00 0.00
H -0.2603 4.6893 2.5154 -0.01 0.01 0.00
H -2.0258 4.3689 4.2573 0.00 0.00 0.00
H -3.0168 2.0931 4.4969 0.00 0.00 0.00
H -3.6271 0.0987 3.1971 0.00 0.01 0.03
H -2.2116 -0.5186 4.0286 0.00 -0.02 -0.01
H -2.3717 -0.7466 2.2882 -0.01 0.00 -0.06
H 2.5039 3.6724 -2.0466 -0.01 0.01 0.00
H 1.9711 3.1605 -4.4347 0.01 -0.01 0.00
H -0.1043 1.8858 -4.9279 -0.01 -0.01 0.00
H -2.2363 1.2596 -4.1712 0.00 0.00 0.00
H -2.6354 1.1125 -2.4517 -0.01 0.02 -0.02
H -1.7546 -0.1747 -3.2745 0.00 -0.03 0.00
O -2.2315 -3.3604 -1.5175 0.02 0.03 -0.01
C -1.9138 -2.2190 -1.2786 -0.08 -0.04 -0.02
N -0.6933 -1.6192 -1.4965 0.20 0.19 0.11
C -0.0106 -1.9612 -2.6137 -0.08 -0.15 -0.16
O -0.4518 -2.5105 -3.6120 0.04 -0.01 0.08
C 1.4282 -1.5088 -2.6346 -0.01 0.04 -0.04
C 2.2727 -2.0376 -3.6038 0.01 0.03 -0.01
C 3.5792 -1.5940 -3.6603 -0.01 0.04 0.06
C 3.9832 -0.6170 -2.7598 -0.01 -0.04 -0.03
C 3.0703 -0.1557 -1.8291 0.03 0.08 0.05
N 1.8143 -0.5990 -1.7427 -0.03 0.05 -0.09
C -2.9358 -1.2613 -0.7086 0.02 -0.03 0.04
C -4.2852 -1.5765 -0.7540 0.00 -0.01 0.01
C -5.2004 -0.6091 -0.3800 0.02 0.02 0.00
C -4.7335 0.6361 0.0214 0.00 -0.02 0.00
C -3.3675 0.8472 0.0695 0.01 -0.01 0.04
N -2.4828 -0.0871 -0.2770 0.07 0.14 0.18
H 1.8734 -2.7739 -4.2853 -0.01 0.00 0.00
H 4.2686 -1.9938 -4.3924 0.00 0.01 0.00
H 4.9885 -0.2184 -2.7687 0.00 -0.01 0.00
H 3.3687 0.6081 -1.1206 -0.02 0.00 0.03
H -4.5741 -2.5591 -1.0982 0.00 0.00 0.00
H -6.2624 -0.8137 -0.4162 0.00 0.00 0.01
H -5.4116 1.4308 0.2999 -0.01 0.00 0.00
H -2.9618 1.8004 0.3869 0.02 -0.02 0.01
N -0.4568 -1.7370 1.3770 0.04 0.15 0.17
C -0.5320 -2.4760 2.2673 -0.03 -0.03 -0.08
C -0.6197 -3.3479 3.3391 0.02 0.02 0.04
C 0.3390 -4.3816 3.4734 -0.09 0.00 0.06
N 1.1238 -5.2196 3.5902 0.06 0.03 -0.05
C -1.6059 -3.1184 4.3281 0.11 -0.11 0.03
N -2.3993 -2.9120 5.1412 -0.05 0.04 -0.04
```
Forces are in eV/Å.

Calculated total energy (Eh): -3458.51981
ΔE to the lowest compared entry with this formula, charge and spin (kcal per mole): 0.0
Multiplicity: 5
Gap between HOMO and LUMO (alpha / beta) (Eh): 0.26425 / 0.26118


The following is a quantum chemistry calculation of a 2-piece molecular cluster, C4H12 overall, from the Open Molecules 2025 dataset.

```
16
Properties=species:S:1:pos:R:3:forces:R:3
C -0.1406 -0.2111 -1.5546 -0.07 0.92 -0.09
C 0.4749 -0.4019 -2.8992 -0.04 0.43 0.13
H -1.1148 -0.6318 -1.6232 -1.63 0.50 0.19
H 0.2578 -0.8667 -0.8430 1.25 -1.09 1.32
H -0.0711 0.8220 -1.1705 -0.46 -0.35 -0.25
H 0.1489 -1.3404 -3.2917 -0.19 -0.64 -0.48
H 1.5386 -0.4780 -2.7777 0.76 0.33 -0.47
H 0.1467 0.4008 -3.5562 0.42 -0.07 -0.22
C -0.8952 0.3737 2.1555 1.34 3.69 -1.76
C 0.5949 0.2180 2.2919 0.34 1.31 3.66
H -1.2744 0.0038 1.2719 -0.60 -0.29 -2.56
H -1.4377 -0.2413 2.7909 -0.83 -1.73 3.22
H -1.2816 1.4507 2.3541 0.42 -1.72 -0.06
H 0.7857 0.9219 3.2256 0.21 -1.89 -1.53
H 0.8088 0.7950 1.3120 -0.02 -0.84 -0.56
H 1.2895 -0.7073 2.3462 -0.90 1.41 -0.54
```
Forces are in eV/Å.

Calculated total energy (Eh): -159.11382
ΔE to the lowest compared entry with this formula, charge and spin (kcal per mole): 35.2
Multiplicity: 2
Net charge: +1
Gap between HOMO and LUMO (alpha / beta) (Eh): 0.43632 / 0.12588


The following is a quantum chemistry calculation of a 2-piece molecular cluster, C6H15OS overall, from the Open Molecules 2025 dataset.

```
23
Properties=species:S:1:pos:R:3:forces:R:3
C 2.5460 0.1416 -0.1075 -0.19 0.09 0.12
C 1.6395 1.3327 0.2063 -0.22 0.11 -0.04
C 0.7996 1.0526 1.4606 0.58 0.06 -0.43
S -0.5817 2.2361 1.6468 -0.13 -0.48 0.12
H 3.0467 0.2956 -1.0684 0.10 -0.04 0.08
H 1.8970 -0.7546 -0.1673 0.39 0.31 0.02
H 3.3016 0.0409 0.6805 0.05 -0.15 -0.11
H 2.2130 2.2662 0.2919 -0.03 -0.02 0.07
H 0.9384 1.4647 -0.6210 0.01 -0.04 0.00
H 1.4201 1.1044 2.3580 -0.04 -0.05 0.02
H 0.4204 0.0343 1.2805 -0.35 0.20 0.24
H -1.5327 1.2902 1.7956 0.11 0.28 -0.09
C -0.8776 -2.2311 -0.3452 0.38 0.18 -0.62
O 0.0227 -1.2483 -0.0768 -0.61 -0.35 0.12
C -1.1566 -2.3394 -1.8801 0.57 0.23 0.86
C -1.7299 -1.0414 -2.4492 -0.35 -0.90 -0.03
H -1.8587 -2.1257 0.1712 -0.15 0.08 0.11
H -0.5023 -3.2427 -0.0755 -0.08 -0.19 0.22
H -1.7766 -3.2227 -2.0890 -0.07 0.14 -0.15
H -0.1428 -2.5174 -2.2563 -0.15 -0.02 -0.38
H -1.6440 -1.0556 -3.5391 0.00 0.35 -0.02
H -1.2342 -0.1837 -2.0006 0.15 0.00 -0.09
H -2.7971 -1.0066 -2.2031 0.00 0.21 -0.02
```
Forces are in eV/Å.

Calculated total energy (Eh): -711.02026
ΔE to the lowest compared entry with this formula, charge and spin (kcal per mole): 31.8
Multiplicity: 1
Net charge: -1
Gap between HOMO and LUMO (Eh): 0.23702


> What is the ΔE to the lowest compared entry with this formula, charge and spin in the fourth record?

0.0 kcal per mole


Copy entry 3 word for word.
The following is a quantum chemistry calculation of a 2-piece molecular cluster, C4H12S overall, from the Open Molecules 2025 dataset.

```
17
Properties=species:S:1:pos:R:3:forces:R:3
C 2.2908 -0.9948 -0.3571 -0.02 0.50 -0.96
C 1.4284 0.0602 -1.0469 0.21 0.37 0.66
S 1.3418 1.6189 -0.0924 0.20 0.06 -0.08
H 1.9255 -1.1598 0.6456 0.03 -0.40 0.22
H 3.3178 -0.6508 -0.3364 0.20 0.18 0.34
H 2.3160 -1.8889 -0.9790 -0.28 -0.32 0.29
H 1.8811 0.3717 -1.9866 -0.24 -0.14 -0.16
H 0.4015 -0.2636 -1.1799 0.02 -0.18 -0.32
H 0.7935 1.0956 1.0109 -0.01 -0.03 0.01
C -2.1164 0.3857 -0.2006 -0.23 0.45 0.36
C -1.7868 0.1066 1.2720 0.17 -1.09 -0.30
H -3.1554 0.7084 -0.2431 -0.13 -0.11 -0.27
H -1.9902 -0.5052 -0.8135 -0.11 0.00 -0.04
H -1.5454 1.2086 -0.6398 0.20 -0.24 0.16
H -2.6303 -0.4164 1.7386 -0.05 0.58 0.16
H -1.0083 -0.6554 1.3773 0.35 0.25 -0.18
H -1.4639 0.9793 1.8309 -0.31 0.11 0.10
```
Forces are in eV/Å.

SMILES: CCS.CC
Calculated total energy (Eh): -557.76663
ΔE to the lowest compared entry with this formula, charge and spin (kcal per mole): 2.4
Multiplicity: 1
Gap between HOMO and LUMO (Eh): 0.36556